Here is a molecular structure, C7H12N2 in a non-equilibrium geometry from the OMol25 dataset. Energies are from ωB97M-V/def2-TZVPD.

Computed properties:
- HOMO-LUMO gap (eV) = 9.014
- HOMO level (hartree) = -0.676

Structure (ORCA input):
```
! wB97M-V def2-TZVPD RIJCOSX def2/J DEFGRID3
* xyz 2 1
C 0.710 -0.214 0.345
C 0.260 -0.326 3.004
C -1.467 1.212 -2.485
C -1.314 -0.085 -3.145
C 0.373 0.211 -1.031
C -0.845 -0.037 -1.549
C 1.924 -1.110 0.562
N -0.081 0.213 1.198
N -0.078 0.582 3.807
H 0.760 -1.143 3.258
H -0.881 2.127 -2.717
H -2.561 1.254 -2.016
H -2.142 -0.656 -3.395
H -0.402 -0.475 -3.528
H 1.252 0.865 -1.486
H -1.493 -0.650 -0.918
H 2.121 -1.171 1.552
H 2.677 -0.505 0.088
H 1.537 -2.039 0.046
H 0.119 0.425 4.900
H -0.470 1.523 3.510
*
```

=====

Here is 12 unconnected molecules or ions with the total composition C42H116N8O15 in a non-equilibrium geometry from the OMol25 dataset. Energies are from ωB97M-V/def2-TZVPD.

Computed properties:
- HOMO-LUMO gap (eV) = 8.189
- HOMO level (hartree) = -0.295
- structure (SMILES) = COC[C@H](C)N.COC[C@H](C)N.COC[C@H](C)N.COC[C@H](C)N.COC[C@H](C)N.COCCNCCOC.COCCNCCOC.COCCNCCOC.CO.CO.CO.CO

Structure (ORCA input):
```
! wB97M-V def2-TZVPD RIJCOSX def2/J DEFGRID3
* xyz 0 1
C 7.122 -5.745 1.549
O 7.052 -5.230 0.288
C 7.177 -3.849 0.287
C 7.329 -3.280 -1.140
C 8.576 -3.796 -1.876
N 7.182 -1.845 -1.164
H 6.601 -5.069 2.226
H 8.182 -5.796 1.796
H 6.622 -6.712 1.609
H 6.340 -3.390 0.812
H 7.992 -3.412 0.864
H 6.408 -3.569 -1.646
H 8.677 -3.531 -2.929
H 8.509 -4.884 -1.879
H 9.553 -3.517 -1.481
H 6.407 -1.542 -0.592
H 6.969 -1.531 -2.100
C -5.340 -4.779 3.297
O -4.747 -3.537 2.819
C -3.694 -3.676 1.926
C -2.386 -4.392 2.378
C -1.772 -3.656 3.527
N -1.499 -4.219 1.235
H -5.952 -5.311 2.569
H -6.009 -4.607 4.140
H -4.475 -5.409 3.507
H -4.037 -4.159 1.010
H -3.479 -2.638 1.674
H -2.457 -5.458 2.595
H -1.515 -2.604 3.401
H -0.812 -4.112 3.769
H -2.454 -3.867 4.351
H -1.205 -3.293 0.957
H -0.555 -4.560 1.339
C -0.032 -6.684 -4.539
O 0.075 -7.571 -5.641
C 0.305 -8.930 -5.206
C 0.558 -9.862 -6.493
C -0.601 -9.932 -7.425
N 0.793 -11.161 -5.919
H 0.886 -6.618 -3.956
H -0.819 -6.955 -3.836
H -0.364 -5.683 -4.818
H 1.168 -8.877 -4.542
H -0.384 -9.477 -4.563
H 1.377 -9.531 -7.131
H -0.821 -8.870 -7.538
H -1.457 -10.506 -7.071
H -0.354 -10.427 -8.364
H 1.127 -10.920 -4.996
H 0.014 -11.774 -5.722
C 1.911 6.554 7.764
O 3.204 5.991 7.740
C 3.703 5.588 6.420
C 5.223 5.160 6.306
C 5.695 4.125 7.315
N 6.083 6.281 6.477
H 1.749 7.393 7.087
H 1.574 6.888 8.746
H 1.207 5.782 7.454
H 3.194 4.682 6.092
H 3.522 6.356 5.668
H 5.400 4.842 5.278
H 4.946 3.335 7.261
H 5.776 4.653 8.265
H 6.696 3.740 7.120
H 5.754 7.092 5.973
H 6.113 6.659 7.413
C -7.194 -3.236 9.195
O -8.593 -3.439 9.097
C -9.135 -4.213 10.132
C -10.706 -4.177 9.848
C -11.646 -5.024 10.670
N -11.065 -4.466 8.437
H -6.914 -2.699 10.101
H -6.766 -2.785 8.300
H -6.574 -4.131 9.151
H -8.705 -5.206 10.267
H -9.009 -3.729 11.100
H -10.984 -3.136 10.014
H -11.759 -4.662 11.692
H -11.297 -6.050 10.791
H -12.597 -5.180 10.161
H -10.195 -4.193 8.003
H -11.704 -3.726 8.182
C -3.479 2.734 5.621
O -2.925 3.157 4.356
C -1.652 2.457 4.021
C -1.313 2.889 2.568
N -0.013 2.263 2.146
C 0.456 2.868 0.845
C 1.443 1.832 0.224
O 0.718 0.530 -0.132
C -0.576 0.585 -0.730
H -2.681 3.032 6.302
H -3.684 1.667 5.528
H -4.329 3.404 5.747
H -2.031 1.444 4.157
H -0.800 2.571 4.692
H -1.202 3.973 2.577
H -2.031 2.888 1.747
H -0.190 1.298 1.905
H 1.080 3.759 0.917
H -0.357 3.004 0.133
H 2.189 1.670 1.002
H 1.991 2.335 -0.574
H -0.596 1.319 -1.536
H -1.306 0.854 0.034
H -0.955 -0.402 -0.996
C 3.299 0.622 -7.631
O 3.601 -0.696 -8.093
C 3.702 -1.631 -7.025
C 4.151 -3.099 -7.495
N 5.573 -3.356 -7.695
C 6.265 -2.369 -8.481
C 7.727 -2.723 -8.657
O 7.857 -3.924 -9.371
C 9.256 -4.279 -9.668
H 3.919 1.286 -8.234
H 3.646 0.919 -6.641
H 2.264 0.875 -7.858
H 2.712 -1.668 -6.570
H 4.318 -1.266 -6.204
H 3.527 -3.301 -8.366
H 3.736 -3.858 -6.832
H 5.877 -4.316 -7.777
H 6.024 -1.347 -8.188
H 5.880 -2.346 -9.500
H 8.115 -2.703 -7.638
H 8.185 -1.884 -9.182
H 9.385 -5.268 -10.108
H 9.849 -4.341 -8.756
H 9.684 -3.775 -10.535
C 3.935 7.270 -5.655
O 3.635 6.290 -4.691
C 3.372 6.708 -3.389
C 1.954 7.256 -3.290
N 1.072 6.129 -3.714
C -0.262 6.528 -3.998
C -1.414 5.602 -4.485
O -0.993 4.944 -5.679
C -1.837 3.844 -6.223
H 4.087 6.670 -6.552
H 4.795 7.891 -5.406
H 3.078 7.892 -5.909
H 4.141 7.426 -3.105
H 3.574 6.034 -2.556
H 1.849 8.283 -3.639
H 1.812 7.424 -2.222
H 1.610 5.925 -4.544
H -0.198 7.414 -4.629
H -0.610 6.941 -3.051
H -2.408 6.040 -4.581
H -1.674 4.948 -3.653
H -1.298 2.905 -6.096
H -1.945 3.990 -7.298
H -2.803 3.831 -5.718
C -4.268 8.764 6.786
O -3.514 9.838 7.330
H -4.670 8.112 7.562
H -5.175 9.070 6.265
H -3.770 8.146 6.039
H -3.030 10.243 6.606
C -6.612 -1.894 -4.177
O -5.563 -1.261 -3.448
H -7.480 -1.241 -4.263
H -6.356 -2.059 -5.224
H -6.983 -2.827 -3.755
H -6.028 -0.504 -3.084
C -7.717 1.333 0.121
O -7.569 1.829 -1.171
H -6.870 1.557 0.770
H -8.602 1.564 0.714
H -7.731 0.257 -0.051
H -7.952 2.710 -1.170
C -2.318 10.793 2.329
O -1.905 11.492 3.537
H -1.850 11.341 1.512
H -2.054 9.736 2.280
H -3.401 10.892 2.251
H -1.063 11.931 3.399
*
```

=====

Here is a molecular structure, C14H25Cl2N2OOsP2 in a non-equilibrium geometry from the OMol25 dataset. Energies are from ωB97M-V/def2-TZVPD.

Computed properties:
- HOMO-LUMO gap (spin up / spin down) (eV) = 6.292 / 4.857
- HOMO level (spin up / spin down) (hartree) = -0.718 / -0.718

Structure (ORCA input):
```
! wB97M-V def2-TZVPD RIJCOSX def2/J DEFGRID3
* xyz 3 5
C 1.047 -0.099 -5.913
C 0.951 0.114 -4.433
H 2.109 -0.042 -6.172
H 0.513 0.692 -6.466
H 0.652 -1.076 -6.218
O 1.870 0.356 -3.682
Cl -0.754 -0.035 -3.812
Os -0.523 -0.023 -0.213
P -0.232 2.113 -0.358
C 1.073 2.911 0.627
C 0.105 2.667 -2.052
H 0.065 3.761 -2.121
H -1.704 4.082 -0.313
H -0.653 2.220 -2.701
H -2.607 2.517 -0.320
H 2.036 2.579 0.233
H 1.085 2.286 -2.364
C -1.741 3.056 0.087
H 0.991 4.007 0.564
H -1.829 3.087 1.180
H 0.989 2.589 1.671
P -0.008 -2.111 -0.091
C 1.361 -2.713 0.940
C -1.420 -3.150 0.447
H -0.196 -2.164 -2.463
H 0.131 -3.813 -1.796
H 1.447 -2.578 -1.920
C 0.385 -2.746 -1.738
H -2.328 -2.749 -0.020
H -1.265 -4.200 0.154
H 1.366 -3.813 0.968
H 1.261 -2.310 1.954
H -1.519 -3.074 1.537
H 2.291 -2.340 0.505
Cl -2.835 -0.208 -0.743
N 2.866 -0.026 5.199
C 1.822 0.023 4.660
C 0.538 0.064 3.999
C -0.672 0.063 4.695
C -1.853 0.076 3.982
C -1.801 0.064 2.589
N -0.633 0.035 1.918
C 0.533 0.078 2.599
H -0.655 0.047 5.786
H -2.829 0.095 4.460
H -2.704 0.091 1.973
H 1.452 0.124 2.007
*
```

=====

Number 1: total energy -382.57277 hartree. Number 2: total energy -3235.83853 hartree. Number 3: total energy -2425.77909 hartree.